{"formula": "C31H38CeN4O7S", "method": "ωB97M-V with the def2-TZVPD basis set", "total_energy_ev": -76825.061, "fmax_ev_per_a": 3.00, "de_lowest_kj_mol": 0.00, "gap_ev": 7.7, "charge": 0, "multiplicity": 1, "symbols": ["Ce", "C", "N", "C", "C", "C", "N", "C", "C", "C", "C", "C", "C", "C", "O", "C", "C", "C", "N", "C", "C", "C", "C", "C", "C", "C", "O", "H", "H", "H", "H", "H", "H", "H", "H", "H", "H", "H", "H", "H", "H", "H", "H", "H", "H", "H", "H", "H", "H", "H", "H", "H", "N", "C", "C", "C", "O", "O", "H", "H", "H", "H", "H", "H", "C", "C", "C", "C", "C", "C", "C", "S", "O", "O", "O", "H", "H", "H", "H", "H", "H", "H"], "coordinates": [[-0.236, 0.305, 0.461], [-0.081, -2.719, -1.646], [-1.038, -1.629, -1.815], [-0.820, -1.084, -3.164], [-1.588, 0.199, -3.501], [-1.400, 1.429, -2.619], [-1.871, 1.261, -1.254], [-2.998, 1.771, -0.989], [-3.745, 1.758, 0.257], [-5.010, 2.358, 0.236], [-5.834, 2.337, 1.351], [-5.377, 1.690, 2.497], [-4.147, 1.047, 2.534], [-3.312, 1.120, 1.414], [-2.123, 0.508, 1.438], [-2.407, -2.166, -1.768], [-3.277, -1.837, -0.567], [-2.830, -2.431, 0.754], [-1.472, -2.029, 1.171], [-1.076, -2.552, 2.251], [0.235, -2.404, 2.875], [0.388, -2.862, 4.183], [1.616, -2.839, 4.813], [2.716, -2.390, 4.075], [2.593, -1.970, 2.760], [1.323, -1.912, 2.173], [1.165, -1.306, 0.985], [-0.195, -3.471, -2.458], [-0.195, -3.228, -0.679], [0.944, -2.341, -1.667], [-1.075, -1.875, -3.904], [0.248, -0.919, -3.263], [-2.668, 0.013, -3.561], [-1.312, 0.488, -4.517], [-1.953, 2.277, -3.071], [-0.369, 1.765, -2.596], [-3.515, 2.305, -1.800], [-5.350, 2.841, -0.670], [-6.812, 2.802, 1.333], [-6.027, 1.647, 3.357], [-3.851, 0.552, 3.449], [-2.357, -3.257, -1.904], [-2.923, -1.806, -2.656], [-4.289, -2.218, -0.767], [-3.398, -0.760, -0.481], [-2.842, -3.532, 0.680], [-3.513, -2.163, 1.572], [-1.754, -3.232, 2.811], [-0.472, -3.236, 4.745], [1.739, -3.157, 5.844], [3.692, -2.332, 4.553], [3.462, -1.605, 2.239], [0.453, 0.780, 2.875], [0.899, 2.114, 3.303], [-0.122, 3.206, 2.953], [-0.123, 3.520, 1.492], [0.027, 4.640, 1.044], [-0.291, 2.420, 0.752], [-0.433, 0.572, 3.323], [1.101, 0.092, 3.248], [1.838, 2.343, 2.785], [1.117, 2.109, 4.389], [0.154, 4.134, 3.446], [-1.098, 2.910, 3.322], [6.831, -0.023, -4.356], [5.676, 0.346, -3.483], [4.474, 0.699, -4.070], [3.422, 1.058, -3.257], [3.609, 1.030, -1.886], [4.780, 0.623, -1.274], [5.837, 0.297, -2.095], [2.140, 1.383, -1.033], [2.277, 1.291, 0.424], [1.641, 2.614, -1.525], [1.291, 0.277, -1.433], [6.493, -0.145, -5.381], [7.325, -0.941, -4.042], [7.593, 0.755, -4.366], [4.380, 0.685, -5.143], [2.458, 1.379, -3.649], [4.838, 0.583, -0.194], [6.804, 0.036, -1.665]], "lowdin_charge": [1.22, -0.09, -0.21, -0.20, -0.14, -0.18, -0.01, -0.07, -0.13, -0.03, -0.09, -0.08, 0.00, -0.30, -0.24, -0.18, -0.15, -0.18, 0.00, -0.09, -0.16, -0.05, -0.09, -0.08, 0.00, -0.34, -0.22, 0.10, 0.09, 0.09, 0.13, 0.11, 0.11, 0.12, 0.13, 0.10, 0.14, 0.11, 0.10, 0.10, 0.12, 0.13, 0.11, 0.13, 0.08, 0.13, 0.12, 0.14, 0.12, 0.10, 0.11, 0.12, 0.00, -0.19, -0.08, -0.54, 0.10, -0.19, 0.10, 0.09, 0.13, 0.13, 0.12, 0.12, -0.06, -0.27, -0.03, -0.05, -0.27, -0.03, -0.03, 0.44, -0.31, -0.24, -0.38, 0.07, 0.08, 0.08, 0.11, 0.12, 0.12, 0.12]}